(1)
This record from the OMol25 dataset describes a 8-piece molecular cluster, C28H54N3O10 overall. The level of theory is ωB97M-V with the def2-TZVPD basis set.

Positions of all 95 atoms, in Å:
1 C -0.041 -0.833 5.283
2 C -0.010 0.092 4.319
3 C 0.834 -0.103 3.083
4 N 0.065 -0.756 1.981
5 C 0.720 -1.529 1.148
6 C 0.086 -2.211 0.111
7 C 0.816 -3.088 -0.852
8 C 0.537 -2.727 -2.333
9 C -0.522 -3.695 -2.929
10 O 0.178 -1.371 -2.455
11 C 0.208 -0.888 -3.793
12 C 1.372 0.036 -4.067
13 C 2.212 -0.282 -5.110
14 C 3.271 0.503 -5.470
15 C 3.526 1.668 -4.752
16 C 2.696 1.970 -3.709
17 C 1.632 1.183 -3.360
18 C -1.277 -1.963 0.035
19 C -1.820 -1.088 0.964
20 N -3.233 -0.795 0.836
21 C -3.446 0.593 0.637
22 C -4.840 1.162 0.833
23 O -2.546 1.329 0.271
24 C -4.013 -1.380 1.935
25 C -5.303 -2.104 1.549
26 O -3.695 -1.278 3.091
27 N -1.216 -0.476 1.959
28 H 0.882 -1.359 5.527
29 H -0.955 -1.025 5.840
30 H -0.548 1.034 4.396
31 H 1.666 -0.754 3.362
32 H 1.234 0.847 2.717
33 H 1.795 -1.643 1.266
34 H 0.571 -4.131 -0.639
35 H 1.897 -3.003 -0.698
36 H 1.480 -2.883 -2.874
37 H -0.362 -4.703 -2.545
38 H -1.541 -3.331 -2.782
39 H -0.344 -3.761 -4.006
40 H 0.204 -1.673 -4.554
41 H -0.721 -0.324 -3.945
42 H 2.039 -1.187 -5.689
43 H 3.892 0.234 -6.316
44 H 4.350 2.302 -5.053
45 H 2.877 2.887 -3.156
46 H 0.982 1.479 -2.542
47 H -1.915 -2.412 -0.714
48 H -4.848 1.932 1.604
49 H -5.067 1.668 -0.108
50 H -5.607 0.400 0.957
51 H -5.516 -1.946 0.489
52 H -5.280 -3.150 1.851
53 H -6.089 -1.596 2.115
54 C 3.203 3.304 2.934
55 O 3.647 2.446 3.987
56 H 3.673 2.990 2.005
57 H 2.117 3.234 2.831
58 H 3.487 4.335 3.150
59 H 3.218 2.743 4.796
60 C -4.328 -3.006 6.583
61 O -3.077 -2.830 5.922
62 H -4.157 -3.592 7.482
63 H -4.751 -2.039 6.862
64 H -5.028 -3.541 5.936
65 H -3.239 -2.312 5.130
66 C 2.373 2.980 -8.803
67 O 1.493 3.415 -7.775
68 H 1.999 3.334 -9.760
69 H 3.375 3.386 -8.638
70 H 2.414 1.887 -8.818
71 H 1.842 3.091 -6.939
72 C -6.513 -0.077 -2.810
73 O -5.593 -0.356 -1.750
74 H -7.509 -0.352 -2.474
75 H -6.498 0.987 -3.055
76 H -6.260 -0.661 -3.696
77 H -4.717 -0.109 -2.062
78 C 4.722 -0.568 -0.263
79 O 4.417 -0.624 1.133
80 H 4.586 -1.564 -0.680
81 H 4.053 0.129 -0.774
82 H 5.758 -0.258 -0.412
83 H 4.544 0.260 1.488
84 C -0.333 4.336 -0.531
85 O 0.090 3.121 0.082
86 H 0.460 5.070 -0.415
87 H -0.522 4.180 -1.596
88 H -1.240 4.710 -0.049
89 H -0.619 2.481 -0.027
90 C 5.248 0.340 6.477
91 O 5.829 1.440 5.791
92 H 5.889 0.085 7.317
93 H 4.255 0.604 6.854
94 H 5.169 -0.527 5.813
95 H 5.254 1.656 5.050

Results
Total charge = +1
Frontier orbital gap = 0.2781 Eh
2S+1 = 1

***

(2)
This record from the OMol25 dataset describes a 7-piece molecular cluster, C28H54O8 overall. The level of theory is ωB97M-V with the def2-TZVPD basis set.

Positions of all 90 atoms, in Å:
1 O 0.769 -0.061 -7.590
2 C 1.095 0.058 -6.452
3 C 0.447 -0.524 -5.201
4 C 0.991 0.391 -4.098
5 C 2.355 0.725 -4.675
6 O 2.076 0.905 -6.072
7 H -0.633 -0.496 -5.344
8 H 0.755 -1.563 -5.068
9 H 0.341 1.261 -4.033
10 H 1.072 -0.109 -3.135
11 H 2.765 1.630 -4.229
12 H 3.113 -0.050 -4.560
13 C 4.717 -2.694 2.004
14 C 5.413 -1.741 1.046
15 C 4.545 -0.479 1.005
16 O 3.732 -0.546 2.174
17 C 3.543 -1.892 2.584
18 H 5.394 -3.088 2.760
19 H 4.275 -3.560 1.508
20 H 5.522 -2.215 0.071
21 H 6.410 -1.476 1.395
22 H 3.870 -0.420 0.138
23 H 5.089 0.465 0.966
24 H 2.584 -2.206 2.147
25 H 3.426 -1.939 3.666
26 C -2.718 2.626 -3.632
27 C -3.762 2.718 -4.713
28 C -3.590 1.323 -5.411
29 O -2.925 0.497 -4.470
30 C -2.797 1.166 -3.217
31 H -2.866 3.327 -2.804
32 H -1.735 2.895 -4.026
33 H -3.592 3.552 -5.395
34 H -4.791 2.853 -4.373
35 H -2.969 1.485 -6.293
36 H -4.544 0.912 -5.734
37 H -1.893 0.836 -2.706
38 H -3.662 0.978 -2.574
39 C -0.796 -1.130 4.585
40 C -1.410 -1.668 3.303
41 C -2.295 -2.805 3.848
42 O -1.609 -3.317 4.994
43 C -0.605 -2.402 5.411
44 H -1.408 -0.399 5.113
45 H 0.168 -0.642 4.416
46 H -0.654 -2.134 2.661
47 H -1.913 -0.958 2.649
48 H -2.562 -3.581 3.137
49 H -3.200 -2.326 4.244
50 H 0.405 -2.801 5.304
51 H -0.800 -2.141 6.454
52 C 0.728 4.232 4.466
53 C 0.604 3.207 3.345
54 C 1.884 2.362 3.532
55 O 2.212 2.444 4.916
56 C 1.822 3.733 5.393
57 H -0.235 4.375 4.960
58 H 0.937 5.218 4.041
59 H 0.586 3.619 2.337
60 H -0.288 2.590 3.463
61 H 2.702 2.783 2.937
62 H 1.784 1.314 3.256
63 H 2.697 4.390 5.381
64 H 1.462 3.621 6.415
65 C -2.509 -3.939 -0.603
66 C -3.355 -3.408 -1.733
67 C -3.215 -1.888 -1.495
68 O -1.988 -1.697 -0.815
69 C -1.356 -2.963 -0.597
70 H -2.223 -4.994 -0.671
71 H -3.018 -3.915 0.367
72 H -4.385 -3.756 -1.737
73 H -2.884 -3.649 -2.689
74 H -4.092 -1.516 -0.960
75 H -3.231 -1.402 -2.473
76 H -0.814 -2.938 0.349
77 H -0.644 -3.184 -1.402
78 C -0.629 0.843 0.518
79 C 0.526 0.236 -0.269
80 C 1.350 1.467 -0.644
81 O 0.342 2.447 -0.918
82 C -0.818 2.223 -0.109
83 H -0.260 0.997 1.537
84 H -1.485 0.178 0.477
85 H 0.147 -0.265 -1.161
86 H 1.076 -0.513 0.305
87 H 1.931 1.311 -1.552
88 H 1.986 1.863 0.153
89 H -1.714 2.301 -0.726
90 H -0.777 3.029 0.629

Results
Relative energy (zero: lowest compared OMol25 entry of this formula, charge and spin) = 0.0 kcal per mole
Total charge = 0
Frontier orbital gap = 0.3673 Eh
2S+1 = 1
SMILES = O=C1CCCO1.C1CCOC1.C1CCOC1.C1CCOC1.C1CCOC1.C1CCOC1.C1CCOC1

***

Q: The highest frontier orbital gap belongs to which entry?
A: C28H54O8

***

Q: The highest frontier orbital gap belongs to which entry?
A: C28H54O8